one.
Here is a 2-piece molecular cluster, C2H4Cl4 overall from the Open Molecules 2025 dataset. Energies are from ωB97M-V/def2-TZVPD.

Cartesian coordinates (Å):
C 1.268 -1.746 0.976
Cl 1.036 -0.087 0.531
Cl 1.531 -1.988 2.775
H 0.455 -2.418 0.584
H 2.141 -2.324 0.470
C -1.237 1.601 -1.087
Cl -1.473 2.405 0.444
Cl -1.724 2.592 -2.387
H -0.285 1.312 -1.216
H -1.712 0.653 -1.091

Total charge   0
Multiplicity   1
Highest occupied orbital energy   -0.40050 Ha
Structure (SMILES)   ClCCl.ClCCl
Gap between HOMO and LUMO   11.48 eV

=====

two.
Here is a 2-piece molecular cluster, C2H4Cl4 overall from the Open Molecules 2025 dataset. Energies are from ωB97M-V/def2-TZVPD.

Cartesian coordinates (Å):
C 0.652 -1.761 2.115
Cl -0.189 -0.600 1.074
Cl 0.305 -1.408 3.830
H 0.288 -2.762 1.922
H 1.720 -1.702 1.949
C -0.454 1.536 -2.206
Cl -2.224 1.450 -2.080
Cl 0.094 3.212 -2.131
H -0.039 1.003 -1.357
H -0.153 1.033 -3.117

Total charge   0
Multiplicity   1
Highest occupied orbital energy   -0.40348 Ha
Structure (SMILES)   ClCCl.ClCCl
Gap between HOMO and LUMO   11.77 eV

=====

What should be chosen as the most stable of them? Choose two.

=====

one.
Here is C2H4INO2 as an isolated structure from the Open Molecules 2025 dataset. Energies are from ωB97M-V/def2-TZVPD.

Cartesian coordinates (Å):
C -0.595 0.522 -0.106
C 0.599 0.968 0.760
N -0.542 -0.707 -0.727
O -1.507 1.252 -0.407
O 0.684 -1.829 -0.078
I -2.345 -1.487 -1.353
H 1.341 1.025 -0.021
H 0.309 1.944 1.320
H 0.855 0.113 1.479
H 1.201 -1.800 -0.868

Total charge   0
Multiplicity   1
Highest occupied orbital energy (spin up / spin down)   -0.35388 / -0.35388 Ha
Gap between HOMO and LUMO (spin up / spin down)   8.28 / 8.28 eV

=====

two.
Here is one molecule with the formula C2H4INO2 from the Open Molecules 2025 dataset. Energies are from ωB97M-V/def2-TZVPD.

Cartesian coordinates (Å):
C -0.864 0.281 -0.348
C 0.330 -0.598 0.080
N -2.148 -0.662 -0.201
O -1.559 -0.196 -1.386
O -0.320 1.601 -0.304
I -4.016 0.264 0.206
H 0.111 -1.155 0.989
H 0.511 -1.311 -0.731
H 1.310 0.025 0.263
H -0.926 2.387 -0.316

Total charge   0
Multiplicity   1
Highest occupied orbital energy   -0.34244 Ha
Structure (SMILES)   C[C@@]1(O)ON1I
Gap between HOMO and LUMO   8.88 eV

=====

three.
Here is one molecule with the formula C2H4INO2 from the Open Molecules 2025 dataset. Energies are from ωB97M-V/def2-TZVPD.

Cartesian coordinates (Å):
C 0.153 0.108 0.088
C -1.122 -0.383 -0.493
N 1.310 -0.763 -0.203
O 0.653 -0.711 1.040
O 0.161 1.501 0.369
I 3.113 0.275 -0.248
H -1.610 0.401 -1.064
H -1.063 -1.255 -1.168
H -1.724 -0.756 0.336
H 0.130 1.584 1.344

Total charge   0
Multiplicity   1
Highest occupied orbital energy   -0.34672 Ha
Structure (SMILES)   C[C@@]1(O)ON1I
Gap between HOMO and LUMO   9.26 eV

=====

What should be chosen as the most stable of them? Choose three.

=====

one.
Here is one molecule with the formula CH3PSi from the Open Molecules 2025 dataset. Energies are from ωB97M-V/def2-TZVPD.

Cartesian coordinates (Å):
C 1.112 -1.278 -0.017
Si -0.394 1.186 0.041
P 1.693 0.190 -0.197
H 0.379 -2.037 -0.090
H -1.325 0.914 -1.041
H -1.465 1.027 1.305

Total charge   0
Multiplicity   1
Highest occupied orbital energy (spin up / spin down)   -0.29325 / -0.29063 Ha
Structure (SMILES)   C#P=[SiH2]
Gap between HOMO and LUMO (spin up / spin down)   7.09 / 7.11 eV

=====

two.
Here is a 3-piece molecular cluster, CH3PSi overall from the Open Molecules 2025 dataset. Energies are from ωB97M-V/def2-TZVPD.

Cartesian coordinates (Å):
C -0.800 0.580 1.197
Si 0.128 -0.984 1.616
P -1.547 -0.536 0.184
H -0.652 1.715 1.312
H 1.767 -0.512 -2.419
H 1.104 -0.264 -1.890

Total charge   0
Multiplicity   1
Highest occupied orbital energy   -0.31045 Ha
Gap between HOMO and LUMO   8.07 eV

=====

What should be chosen as the most stable of them? Choose two.

=====

one.
Here is one molecule with the formula C8H13N from the Open Molecules 2025 dataset. Energies are from ωB97M-V/def2-TZVPD.

Cartesian coordinates (Å):
C -1.979 0.155 0.323
C 0.123 -0.399 -0.959
C -0.757 0.604 -0.220
C 0.588 -0.131 0.441
C -0.433 -1.734 -1.394
C -0.736 2.074 -0.583
C 0.355 -1.117 1.553
C 1.792 0.747 0.656
N -2.981 -0.172 0.777
H 0.735 0.063 -1.731
H -1.144 -2.119 -0.670
H 0.372 -2.458 -1.513
H -0.943 -1.629 -2.350
H -0.038 2.637 0.034
H -1.728 2.497 -0.432
H -0.462 2.207 -1.629
H 0.314 -0.601 2.512
H 1.180 -1.830 1.581
H -0.576 -1.673 1.443
H 1.645 1.400 1.517
H 2.013 1.359 -0.215
H 2.660 0.120 0.858

Total charge   0
Multiplicity   1
Highest occupied orbital energy   -0.34293 Ha
Structure (SMILES)   C[C@@H]1C(C)(C)[C@]1(C)C#N
Gap between HOMO and LUMO   10.14 eV

=====

two.
Here is C8H13N as an isolated structure from the Open Molecules 2025 dataset. Energies are from ωB97M-V/def2-TZVPD.

Cartesian coordinates (Å):
C -0.148 1.165 -0.809
C -1.262 0.772 -1.652
C -0.283 2.516 -0.097
C 0.143 0.052 0.436
C -0.788 -0.046 1.472
H 0.785 1.133 -1.376
H 1.139 0.292 0.805
H -2.264 1.028 -1.313
H -1.127 0.791 -2.728
H -1.201 -0.654 -1.523
H 0.545 2.684 0.597
H -0.293 3.328 -0.828
H -1.214 2.552 0.469
H -1.817 -0.321 1.272
H -0.511 0.109 2.506
C 1.268 -2.293 0.091
C 1.807 -2.335 1.306
C 0.203 -1.373 -0.359
N -0.608 -1.655 -1.254
H 1.572 -3.006 -0.668
H 1.492 -1.673 2.104
H 2.564 -3.068 1.549

Total charge   0
Multiplicity   1
Highest occupied orbital energy (spin up / spin down)   -0.29146 / -0.28201 Ha
Gap between HOMO and LUMO (spin up / spin down)   7.60 / 7.65 eV

=====

What should be chosen as the most stable of them? Choose one.